Molecular formula: CaH2O
Method: DFT, ωB97M-V/def2-TZVPD

Geometry as ORCA input:
```
! wB97M-V def2-TZVPD RIJCOSX def2/J DEFGRID3
* xyz 2 1
Ca -0.90 0.71 1.37
O 0.07 -0.07 -0.18
H 0.67 -0.85 -0.09
H 0.16 0.21 -1.11
*
```

The value obtained for the energy above the lowest of the compared OMol25 structures with the same formula, charge and spin is 6.6 kcal/mol. As for the LUMO energy: -10.954 eV. The HOMO energy is -24.790 eV.

---

Molecular formula: C29H25F5NS4SeTc
Method: DFT, ωB97M-V/def2-TZVPD

Geometry as ORCA input:
```
! wB97M-V def2-TZVPD RIJCOSX def2/J DEFGRID3
* xyz 1 2
Tc -0.20 -0.31 -0.76
Se 0.83 -1.94 3.97
S 1.58 0.55 -1.88
S -0.23 1.58 0.95
S -2.06 -1.11 0.64
S -1.86 1.02 -1.86
F 2.29 3.29 -2.77
F 0.30 3.18 -7.00
F -0.61 0.67 -6.52
F 1.75 4.48 -5.12
F -0.06 -0.53 -4.21
N 1.35 -1.42 0.22
C -0.50 -2.19 -1.50
C -3.36 0.93 -0.81
C 0.03 0.51 5.19
C -1.58 1.24 2.14
C 2.33 -0.87 0.94
C 0.11 1.31 -5.60
C 2.58 1.62 5.14
C 1.51 2.35 5.65
C 3.41 -1.59 1.40
C -1.28 2.69 -1.47
C -1.49 -2.57 -2.42
C 1.13 1.33 -3.41
C 0.33 -3.20 -0.98
C -0.81 -4.87 -2.27
C 0.24 1.78 5.69
C -1.63 -3.89 -2.81
C 1.59 2.62 -3.69
C -0.98 2.97 0.00
C 2.38 0.34 4.65
C -3.52 -0.45 -0.21
C 0.39 0.70 -4.39
C 0.57 2.59 -5.85
C 1.32 3.25 -4.89
C 3.46 -2.95 1.14
C -1.98 -0.22 2.21
C 0.18 -4.52 -1.36
C 2.44 -3.53 0.40
C 1.40 -2.74 -0.07
C 1.10 -0.22 4.66
H -1.21 1.56 3.12
H -2.13 -1.81 -2.86
H -1.25 -0.81 2.77
H -1.87 3.26 0.55
H 4.29 -3.55 1.49
H 2.47 -4.58 0.16
H -0.93 -5.90 -2.56
H 1.67 3.34 6.04
H 4.19 -1.09 1.96
H 3.22 -0.24 4.27
H -2.42 1.87 1.87
H -2.39 -4.16 -3.54
H 2.25 0.20 1.13
H -4.36 -0.47 0.49
H -3.29 1.70 -0.04
H -3.72 -1.19 -0.98
H 0.82 -5.30 -0.95
H -1.99 3.42 -1.85
H -0.59 2.34 6.12
H -0.28 3.81 0.07
H -2.93 -0.33 2.72
H -0.38 2.78 -2.06
H -0.95 0.05 5.24
H 3.57 2.06 5.13
H -4.22 1.16 -1.44
*
```

As for the LUMO energy (spin up / spin down): -6.034 / -5.639 eV. The HOMO energy (spin up / spin down) is -8.502 / -8.421 eV.

---

Molecular formula: C5H11NO
Method: DFT, ωB97M-V/def2-TZVPD

Geometry as ORCA input:
```
! wB97M-V def2-TZVPD RIJCOSX def2/J DEFGRID3
* xyz 0 1
O 2.46 0.03 0.00
N -1.26 -1.13 0.12
C -2.46 -0.90 -0.27
C 0.47 1.05 -0.68
C -0.44 -0.49 1.17
C 1.39 -0.17 -0.93
C -0.07 0.92 0.75
H -0.38 1.07 -1.42
H -2.83 -1.55 -1.12
H 1.07 1.99 -0.70
H -0.99 -0.45 2.08
H 1.05 -1.24 -0.81
H 1.74 -0.12 -1.96
H 3.15 -0.54 -0.23
H 0.74 1.26 1.48
H -0.87 1.65 0.78
H 0.44 -0.97 1.37
H -3.21 -0.43 0.36
*
```

The value obtained for the energy above the lowest of the compared OMol25 structures with the same formula, charge and spin is 62.7 kcal/mol. The SMILES is C=NCCCCO. As for the LUMO energy: 1.015 eV. The HOMO energy is -8.811 eV.

---

Molecular formula: C10H14S2
Method: DFT, ωB97M-V/def2-TZVPD

Geometry as ORCA input:
```
! wB97M-V def2-TZVPD RIJCOSX def2/J DEFGRID3
* xyz 0 1
S 0.42 0.66 -3.29
S -2.08 -0.56 1.01
C 3.10 -1.50 0.37
C -0.73 -0.22 -2.36
C 1.90 -2.21 0.65
C 1.80 0.52 0.06
C -3.54 0.38 1.11
C -0.58 0.38 0.46
C 3.03 -0.15 0.06
C 0.71 -1.60 0.79
C -0.83 1.81 0.47
C 0.61 -0.25 0.37
H 3.91 0.48 -0.08
H 1.97 -3.30 0.83
H -1.76 -0.09 -2.76
H 4.03 -2.14 0.36
H -0.67 -1.07 -1.68
H -3.75 0.63 2.24
H -1.72 2.08 1.13
H -0.92 2.28 -0.52
H -3.51 1.38 0.53
H 0.11 2.23 0.95
H -0.25 -2.06 1.05
H 1.82 1.54 -0.28
H 1.24 1.13 -2.28
H -4.31 -0.35 0.81
*
```

The value obtained for the energy above the lowest of the compared OMol25 structures with the same formula, charge and spin is 102.9 kcal/mol. As for the LUMO energy (spin up / spin down): -0.437 / 0.168 eV. The HOMO energy (spin up / spin down) is -7.619 / -6.652 eV.

---

Molecular formula: ITi
Method: DFT, ωB97M-V/def2-TZVPD

Geometry as ORCA input:
```
! wB97M-V def2-TZVPD RIJCOSX def2/J DEFGRID3
* xyz 0 4
I -12.77 12.75 -4.89
Ti -11.00 14.47 -6.34
*
```

The value obtained for the energy above the lowest of the compared OMol25 structures with the same formula, charge and spin is 2.2 kcal/mol. As for the LUMO energy (spin up / spin down): -0.753 / -0.931 eV. The HOMO energy (spin up / spin down) is -7.373 / -8.837 eV.

---

Molecular formula: C4H7O2S
Method: DFT, ωB97M-V/def2-TZVPD

Geometry as ORCA input:
```
! wB97M-V def2-TZVPD RIJCOSX def2/J DEFGRID3
* xyz -1 1
S 0.85 1.31 0.01
O 1.00 1.53 -1.41
O 1.29 2.44 0.82
C -2.21 -1.21 -0.15
C -0.84 0.64 0.23
C -1.29 -0.36 -0.64
C 2.01 -0.24 0.34
H 2.54 0.01 1.21
H 2.69 -0.13 -0.43
H -2.49 -1.28 0.91
H -1.04 0.59 1.26
H -2.84 -1.83 -0.85
H 1.31 -1.11 0.35
H -0.97 -0.34 -1.66
*
```

The value obtained for the energy above the lowest of the compared OMol25 structures with the same formula, charge and spin is 74.3 kcal/mol. The SMILES is C=CC=[S@@](C)(=O)[O-]. As for the LUMO energy: 3.904 eV. The HOMO energy is -2.370 eV.

---

no.,energy (eV),largest force on an atom (eV/A)
1,-20500.6440,3.26
2,-156434.7007,0.75
3,-8898.9783,4.09
4,-32263.3104,4.89
5,-31212.9907,1.18
6,-19190.0698,4.32